No. 1
Density functional theory data (ωB97M-V/def2-TZVPD) for C4H5N3 in the gas phase in a non-equilibrium geometry.

Structure (ORCA input):
```
! RIJCOSX wB97M-V def2-TZVPD def2/J DEFGRID3
* xyz 0 1
N 2.00947 -1.39409 0.82067
C 0.92845 -1.27012 0.42703
C 1.22287 1.09465 -0.86976
C -0.48047 -1.29728 -0.02990
N -1.36259 -0.16581 0.19062
C -0.95125 1.02272 0.28549
N 0.39694 1.45338 0.10513
H 0.61893 0.42896 -1.52856
H -0.48839 -1.54510 -1.09699
H -0.92625 -2.14212 0.49888
H -1.67370 1.81570 0.49475
H 0.75847 2.06732 0.82909
*
```

## Properties
Relative energy (zero: lowest compared OMol25 entry of this formula, charge and spin): 4.172 eV
LUMO level: 0.38 eV
Energy: -8695.640 eV

The computed natural (NBO) charges, all in e, follow: number 1, N, carries -0.29; number 2, C, carries 0.24; number 3, C, carries -0.02; number 4, C, carries -0.37; number 5, N, carries -0.38; number 6, C, carries 0.27; number 7, N, carries -0.63; number 8, H, carries 0.08; number 9, H, carries 0.25; number 10, H, carries 0.25; number 11, H, carries 0.19; number 12, H, carries 0.40

---

No. 2
Density functional theory data (ωB97M-V/def2-TZVPD) for CH3N in the gas phase in a non-equilibrium geometry.

Structure (ORCA input):
```
! RIJCOSX wB97M-V def2-TZVPD def2/J DEFGRID3
* xyz 0 1
C 0.07644 0.25848 0.27413
N -0.54298 -0.63646 -0.27617
H -0.44163 0.85595 1.09278
H 1.06707 0.64307 -0.00875
H -0.15889 -1.12103 -1.08200
*
```

## Properties
Relative energy (zero: lowest compared OMol25 entry of this formula, charge and spin): 0.171 eV
LUMO level: 1.32 eV
Energy: -2574.656 eV
SMILES: C=N

The computed natural (NBO) charges, all in e, follow: number 1, C, carries -0.03; number 2, N, carries -0.61; number 3, H, carries 0.15; number 4, H, carries 0.14; number 5, H, carries 0.34